No. 1
C37H53N7O9 | ωB97M-V/def2-TZVPD

Cartesian coordinates (Å):
C 6.14519 14.61048 15.22819
C 4.79106 14.87965 15.53586
C 4.73225 15.03371 16.88891
N 5.98915 14.90550 17.40344
C 6.84436 14.61620 16.41276
H 6.62316 14.32643 14.28370
H 3.98054 14.76561 14.81328
H 3.98315 15.36169 17.51051
H 6.11290 15.11387 18.40151
H 7.85428 14.42854 16.59948
C 10.46360 7.88472 15.34713
C 11.03021 7.23873 14.17871
C 10.00277 7.00921 13.27677
N 8.86739 7.42258 13.90801
C 9.11502 8.02910 15.08595
H 10.95866 8.28072 16.22903
H 12.12389 7.03849 13.98768
H 9.84424 6.57166 12.26903
H 7.99830 7.50037 13.43428
H 8.25701 8.50548 15.60085
C 7.34269 14.59316 20.84957
C 5.97356 15.04766 20.73662
C 5.23136 13.99975 20.15659
N 6.12695 13.00587 19.86870
C 7.38644 13.33995 20.28799
H 8.13436 15.08278 21.37973
H 5.49985 15.93968 21.10975
H 4.14601 13.86773 20.09890
H 5.98561 12.21601 19.24863
H 8.20837 12.65103 20.11208
C 15.90435 13.59308 18.72185
C 15.24706 12.34152 18.96207
C 13.96365 12.64878 19.28995
N 13.81989 14.01347 19.34753
C 14.99883 14.57082 18.94071
H 16.91891 13.73309 18.35038
H 15.61127 11.32266 18.92797
H 13.16383 11.98871 19.51274
H 13.01127 14.49290 19.67799
H 14.98382 15.65591 18.76145
C 11.15176 15.86814 21.10884
C 12.04814 16.82286 20.54311
C 13.28116 16.72934 21.27929
N 13.11763 15.61220 22.05783
C 11.84359 15.13108 22.05879
H 10.13600 15.76539 20.77922
H 11.81679 17.52895 19.75138
H 14.19545 17.26867 21.19661
H 13.87068 15.25588 22.57951
H 11.60140 14.36307 22.79847
C 10.08994 12.36815 12.36782
C 8.81220 11.87927 12.72076
C 8.91026 10.53621 12.83369
N 10.16664 10.12954 12.61577
C 10.90977 11.26894 12.32089
H 10.39488 13.35690 12.31754
H 7.91257 12.48309 12.78807
H 8.18288 9.80103 13.11731
H 10.55347 9.21122 12.72546
H 11.97558 11.30654 12.30845
C 10.07152 11.08182 17.60738
C 10.23884 12.36917 18.19817
C 10.04033 13.37728 17.23550
N 9.91760 12.63846 16.08200
C 9.79372 11.30434 16.30772
H 10.18375 10.12949 18.02566
H 10.38271 12.53191 19.28771
H 10.27060 14.44827 17.21402
H 9.86448 13.00578 15.13174
H 9.67201 10.65164 15.42404
C 5.91639 7.77020 18.71305
O 5.83389 8.49293 17.46327
C 6.11334 9.83908 17.43904
O 6.20332 10.55656 18.35407
O 6.34015 10.13041 16.18096
C 6.11657 11.62721 16.06547
H 6.63105 8.29327 19.33882
H 6.03918 6.74435 18.48317
H 4.89717 7.89480 19.14202
H 7.01273 12.13242 16.32867
H 5.19660 11.87530 16.67618
H 5.80964 11.69560 15.00869
C 13.23325 12.64060 15.23469
O 12.72010 13.66123 14.34957
C 13.18713 13.65545 13.13719
O 14.03764 12.94751 12.65452
O 12.60260 14.59051 12.42228
C 13.02337 14.64484 11.08801
H 12.66834 11.76266 15.00160
H 13.09772 13.06976 16.25645
H 14.26456 12.39945 15.15692
H 12.71634 15.60974 10.68635
H 12.54619 13.91480 10.43476
H 14.11751 14.64629 10.98476
C 9.98859 16.55529 13.91126
O 9.14300 15.61205 13.23005
C 8.26585 16.09284 12.31565
O 8.26209 17.26991 11.90641
O 7.46492 15.09234 11.93266
C 6.54672 15.54452 10.90559
H 10.96470 16.16846 13.86741
H 9.62254 16.61600 14.94584
H 9.94337 17.49627 13.36771
H 6.31874 14.74488 10.23788
H 7.02320 16.30891 10.29007
H 5.68803 16.00451 11.31023

## Properties
Calculated total energy = -2502.0334 hartree
LUMO = 0.616 eV
HOMO energy = -8.03 eV
Frontier orbital gap = 8.65 eV
SMILES = c1cc[nH]c1.c1cc[nH]c1.c1cc[nH]c1.c1cc[nH]c1.c1cc[nH]c1.c1cc[nH]c1.c1cc[nH]c1.COC(=O)OC.COC(=O)OC.COC(=O)OC

Löwdin population analysis, charges in e, atoms 1 to 99: C -0.119; C -0.103; C -0.142; N 0.038; C -0.158; H 0.090; H 0.098; H 0.083; H 0.110; H 0.068; C -0.092; C -0.112; C -0.158; N -0.018; C -0.156; H 0.090; H 0.112; H 0.129; H 0.136; H 0.119; C -0.097; C -0.107; C -0.157; N 0.019; C -0.124; H 0.066; H 0.085; H 0.118; H 0.097; H 0.098; C -0.119; C -0.110; C -0.156; N 0.033; C -0.167; H 0.093; H 0.091; H 0.092; H 0.093; H 0.115; C -0.119; C -0.096; C -0.106; N -0.016; C -0.131; H 0.064; H 0.088; H 0.098; H 0.133; H 0.117; C -0.092; C -0.104; C -0.184; N 0.060; C -0.095; H 0.062; H 0.090; H 0.097; H 0.102; H 0.098; C -0.100; C -0.123; C -0.122; N 0.012; C -0.153; H 0.077; H 0.090; H 0.118; H 0.136; H 0.102; C -0.017; O -0.036; C -0.658; O 0.132; O -0.004; C 0.029; H 0.092; H 0.078; H 0.104; H 0.057; H 0.123; H 0.101; C 0.000; O 0.015; C -0.684; O 0.111; O -0.009; C -0.059; H 0.082; H 0.104; H 0.083; H 0.094; H 0.102; H 0.105; C -0.007; O -0.036; C -0.548; O 0.072; O -0.009

No. 2
C37H55AsBCoF2GeSi3 | ωB97M-V/def2-TZVPD

Cartesian coordinates (Å):
Co 1.50308 -1.04682 -0.94717
C 4.86911 -1.50318 -1.30909
C 3.46226 -1.89829 -1.66383
C 2.72182 -2.71902 -0.77586
C 1.37395 -3.07966 -1.05446
C 0.62927 -4.04613 -0.18202
C 0.77220 -2.51864 -2.20017
C 1.48523 -1.64464 -3.06176
C 0.82548 -1.12030 -4.30819
C 2.85379 -1.40339 -2.81947
H 5.56222 -2.34419 -1.40065
H 4.91465 -1.14764 -0.27652
H 5.22061 -0.69875 -1.95709
H 3.21113 -3.11051 0.10957
H 0.94622 -5.07954 -0.35763
H -0.43998 -3.98214 -0.38572
H 0.78465 -3.81458 0.87336
H -0.26757 -2.74303 -2.41800
H 0.95909 -1.82374 -5.13678
H 1.25544 -0.16454 -4.60921
H -0.24425 -0.97156 -4.15870
H 3.41034 -0.74655 -3.47980
C 2.10119 0.86120 -0.33447
Ge 1.60816 2.12756 -1.65725
C 1.47714 3.94692 -0.87403
C 2.00961 4.17987 0.39269
C 1.96421 5.44100 0.97501
C 1.37663 6.49876 0.29638
C 0.83612 6.28590 -0.96495
C 0.88900 5.02282 -1.53905
C 3.06610 2.26464 -2.98537
C 4.34000 2.57121 -2.50204
C 5.44295 2.62333 -3.34230
C 5.29463 2.36501 -4.69884
C 4.03908 2.05722 -5.20017
C 2.94031 2.00757 -4.34933
C -0.10405 1.83045 -2.57997
C -0.46235 2.55088 -3.72131
C -1.68512 2.35091 -4.35136
C -2.58348 1.42630 -3.83923
C -2.25098 0.70937 -2.69759
C -1.02442 0.90932 -2.07764
H 3.17537 0.70651 -0.24401
H 2.45665 3.35353 0.93611
H 2.38122 5.59490 1.96353
H 1.33431 7.48242 0.74894
H 0.36910 7.10519 -1.49949
H 0.45195 4.87638 -2.52132
H 4.47381 2.77070 -1.44315
H 6.42009 2.86107 -2.93853
H 6.15349 2.39849 -5.35835
H 3.91357 1.84598 -6.25581
H 1.97442 1.74616 -4.76247
H 0.22103 3.28414 -4.13562
H -1.93499 2.91841 -5.24036
H -3.53850 1.26620 -4.32563
H -2.94580 -0.01620 -2.29103
H -0.77569 0.32837 -1.19428
F -0.03440 1.28323 0.89141
B 1.24129 0.74485 0.87063
F 1.61531 0.32698 2.12120
C -3.96283 0.37920 4.35335
Si -2.74835 0.58838 2.92576
C -1.54866 1.92138 3.45703
C -3.66502 1.17764 1.39851
As -1.57420 -1.34339 2.27309
Si -1.08481 -2.33901 4.33578
C -2.53446 -3.06146 5.29802
C -0.23085 -1.06584 5.41640
C 0.13677 -3.72087 3.98696
Si -3.30220 -2.73104 1.50975
C -2.86095 -4.53135 1.83078
C -5.03242 -2.47276 2.20430
C -3.38073 -2.45344 -0.34626
H -4.52290 1.31036 4.48428
H -3.42218 0.18838 5.28349
H -4.67388 -0.43074 4.20459
H -2.11444 2.80106 3.77975
H -0.89377 2.20094 2.63334
H -0.92284 1.59886 4.28891
H -4.14350 2.14277 1.58722
H -4.43863 0.47407 1.08149
H -2.95708 1.30396 0.57573
H -3.26824 -2.29461 5.54957
H -2.17638 -3.51038 6.22955
H -3.04606 -3.83992 4.72825
H -0.93636 -0.32840 5.80309
H 0.53321 -0.53599 4.84285
H 0.24948 -1.55085 6.27102
H -0.29939 -4.49299 3.35045
H 0.46679 -4.19114 4.91774
H 1.01259 -3.32017 3.47215
H -2.92706 -4.77523 2.89342
H -1.85154 -4.76467 1.49505
H -3.55726 -5.18345 1.29522
H -5.05637 -2.62113 3.28563
H -5.71427 -3.19562 1.74570
H -5.41351 -1.47305 1.99118
H -2.38777 -2.56542 -0.78908
H -3.72188 -1.43859 -0.56435
H -4.06375 -3.15617 -0.83148

## Properties
Calculated total energy = -8231.6715 hartree
LUMO (spin up / spin down) = 2.600 / 2.603 eV
HOMO energy (spin up / spin down) = -3.43 / -2.43 eV
Expectation value of S² = 0.891
Frontier orbital gap (spin up / spin down) = 6.03 / 5.04 eV
Multiplicity = 2
Net charge = -1

Löwdin population analysis, charges in e, atoms 1 to 99: Co 0.291; C -0.055; C -0.327; C -0.087; C -0.355; C -0.056; C -0.094; C -0.313; C -0.042; C -0.052; H 0.073; H 0.077; H 0.068; H 0.119; H 0.079; H 0.052; H 0.062; H 0.112; H 0.079; H 0.050; H 0.069; H 0.111; C -0.209; Ge 0.975; C -0.236; C -0.102; C -0.099; C -0.116; C -0.106; C -0.102; C -0.242; C -0.111; C -0.102; C -0.112; C -0.100; C -0.123; C -0.240; C -0.131; C -0.101; C -0.106; C -0.090; C -0.106; H 0.036; H 0.097; H 0.094; H 0.090; H 0.092; H 0.082; H 0.101; H 0.094; H 0.092; H 0.095; H 0.072; H 0.088; H 0.093; H 0.093; H 0.084; H 0.075; F 0.050; B -0.932; F 0.101; C -0.219; Si 0.256; C -0.203; C -0.214; As 0.865; Si 0.233; C -0.215; C -0.224; C -0.229; Si 0.234; C -0.221; C -0.221; C -0.225; H 0.027; H 0.013; H 0.002; H 0.032; H 0.017; H 0.016; H 0.031; H 0.007; H 0.022; H 0.012; H 0.027; H 0.001; H 0.012; H 0.028; H 0.027; H 0.009; H 0.026; H 0.027; H 0.005; H 0.008; H 0.031; H 0.015; H 0.028; H 0.012; H 0.009